No. 1
Entry from OMol25: one molecule with the formula C4H9NOS (the ωB97M-V functional and the def2-TZVPD basis).

Last columns: bonded neighbours and bond lengths (Å).
CARTESIAN COORDINATES (ANGSTROEM)
1 C -1.70193 -1.56609 0.05333  S2 1.857, H8 1.172, H9 0.971, H10 1.073
2 S -0.94756 0.06779 -0.40672  C1 1.857, O3 1.641, N4 1.506, C7 1.876
3 O -1.87485 0.49423 -1.69175  S2 1.641
4 N -0.80501 1.03863 0.73573  S2 1.506, C5 1.451
5 C 0.56558 1.29324 1.13697  N4 1.451, C6 1.529, H11 1.099, H12 1.104
6 C 1.49501 0.77354 0.04012  C5 1.529, C7 1.549, H13 1.163, H14 1.200
7 C 0.83823 -0.35118 -0.79907  S2 1.876, C6 1.549, H15 0.990, H16 1.124
8 H -2.79668 -1.19153 0.23687  C1 1.172
9 H -1.57403 -2.08104 -0.75971  C1 0.971
10 H -1.04046 -1.84781 0.84965  C1 1.073
11 H 0.72404 0.76305 2.08626  C5 1.099
12 H 0.75715 2.36319 1.32906  C5 1.104
13 H 1.77373 1.63649 -0.68807  C6 1.163
14 H 2.58763 0.34348 0.28933  C6 1.200
15 H 1.04953 -0.27642 -1.76357  C7 0.990
16 H 0.94962 -1.45956 -0.64841  C7 1.124

The SMILES is C[S@@]1(=O)=NCCC1. As for the molar mass: 119.19 Da.

No. 2
Entry from OMol25: an isolated ion of composition C4H9NP and charge +1 (the ωB97M-V functional and the def2-TZVPD basis).

Last columns: bonded neighbours and bond lengths (Å).
CARTESIAN COORDINATES (ANGSTROEM)
1 C 2.14044 0.71608 0.05649  C2 1.502, P6 1.650, H7 1.088
2 C 0.80662 1.37080 -0.16636  C1 1.502, C3 1.538, H8 1.092, H9 1.095
3 C -0.43519 0.57281 0.26473  C2 1.538, C4 1.483, H10 1.093, H11 1.098
4 C -0.75244 -0.61182 -0.56852  C3 1.483, N5 1.476, H12 1.077
5 N -1.43322 -1.71982 0.13054  C4 1.476, H13 1.036, H14 1.027, H15 1.027
6 P 2.65263 -0.85167 0.02931  C1 1.650
7 H 2.92342 1.45397 0.21514  C1 1.088
8 H 0.79383 2.31572 0.38029  C2 1.092
9 H 0.73461 1.61921 -1.23010  C2 1.095
10 H -0.29725 0.27070 1.30630  C3 1.093
11 H -1.25134 1.30743 0.24484  C3 1.098
12 H -1.10884 -0.46054 -1.57340  C4 1.077
13 H -2.43769 -1.53657 0.30562  N5 1.036
14 H -0.97190 -1.86885 1.03560  N5 1.027
15 H -1.36368 -2.57742 -0.43048  N5 1.027

As for the molar mass: 102.10 Da. The net charge is +1.

No. 3
Entry from OMol25: one molecule with the formula C4H9NS (the ωB97M-V functional and the def2-TZVPD basis).

Last columns: bonded neighbours and bond lengths (Å).
CARTESIAN COORDINATES (ANGSTROEM)
1 N -2.78548 1.04177 0.42310  S2 2.099, H7 1.076
2 S -1.27631 -0.28517 -0.18329  N1 2.099, C3 1.814, C6 1.815, H8 1.376
3 C 0.06393 -1.47614 -0.46077  S2 1.814, C4 1.468, H9 1.068
4 C 1.25033 -0.93228 0.21239  C3 1.468, C5 1.528, H10 1.152, H11 1.113
5 C 1.38780 0.56117 -0.08069  C4 1.528, C6 1.570, H12 1.092, H13 1.212
6 C -0.08539 1.03437 0.18613  S2 1.815, C5 1.570, H14 1.107, H15 1.082
7 H -3.48112 0.27867 0.12232  N1 1.076
8 H -1.53783 0.03314 -1.49586  S2 1.376
9 H -0.32973 -2.38206 -0.05462  C3 1.068
10 H 1.41857 -1.10742 1.33828  C4 1.152
11 H 2.18361 -1.49240 -0.01876  C4 1.113
12 H 2.09064 1.15848 0.50436  C5 1.092
13 H 1.68387 0.68246 -1.24919  C5 1.212
14 H -0.15745 1.11599 1.28799  C6 1.107
15 H -0.42544 1.76942 -0.53138  C6 1.082

The SMILES is N=[S@@H]1=CCCC1. As for the molar mass: 103.19 Da.

How do the records compare in energy above the lowest of the compared OMol25 structures with the same formula, charge and spin? In the order shown, they have 464.21; 311.56; 768.70 kJ/mol.